# 1
The following is a DFT calculation (the ωB97M-V functional and the def2-TZVPD basis) of an isolated molecule of C5H8O3 at a distorted geometry.

Calculated values
Largest force on an atom ... 1.39 eV Å⁻¹
ΔE to the lowest compared entry with this formula, charge and spin ... 229.37 kJ/mol
SMILES string ... O[C@@]12COC[C@@H]1OC2
Orbital gap ... 10.7 eV

Last column: natural (NBO) charge in e.
Positions of all 16 atoms, in Å:
H (-2.09114, 1.52424, -0.21273)  0.18
H (2.55920, 0.23282, 0.42087)  0.19
H (-0.71152, -1.57527, 0.97332)  0.17
C (1.55319, -0.07028, 0.75281)  -0.10
O (1.22840, -1.34823, 0.15350)  -0.51
C (-1.55771, 0.72181, 0.32160)  -0.08
H (-0.95904, -0.47531, -2.43423)  0.48
O (-0.51798, 1.16266, 1.17481)  -0.52
C (-0.17440, -1.37304, -0.00668)  -0.09
C (0.48874, 0.88247, 0.22038)  0.05
H (1.51930, 0.02870, 1.83981)  0.19
H (-2.24525, 0.11644, 0.90211)  0.18
H (-0.45266, -2.18531, -0.67847)  0.20
C (-0.50291, 0.02745, -0.55781)  0.18
O (-0.39156, 0.11590, -1.95198)  -0.70
H (0.98884, 1.76057, -0.20313)  0.19



# 2
The following is a DFT calculation (the ωB97M-V functional and the def2-TZVPD basis) of a cluster of 6 separate species, C17H51NO6P in total at a distorted geometry.

Calculated values
Net charge ... -1
Largest force on an atom ... 2.48 eV Å⁻¹
Orbital gap ... 5.5 eV

Last column: Mulliken charge in e.
Positions of all 76 atoms, in Å:
O (-2.82451, -0.21615, -0.32074)  -0.45
H (2.89762, 2.73497, 1.81501)  0.35
H (0.10845, 6.40006, -0.51625)  0.26
H (10.52771, -0.30683, -0.81507)  0.34
H (-10.87958, -1.98218, 1.55138)  0.38
C (-4.62990, -1.47088, 0.65144)  -1.04
H (7.10967, -0.89353, 0.68733)  0.25
H (-7.83321, -1.27106, -0.17473)  0.33
C (-3.61779, -0.35480, 0.85514)  0.39
H (5.54209, 1.66853, 2.48856)  0.29
H (-10.23926, -1.48349, -0.03146)  0.35
H (8.09049, -2.15792, -0.08996)  0.37
H (-1.57202, 6.88603, 0.37759)  0.24
H (0.65474, -2.15409, -2.71424)  0.31
H (-7.55513, -3.76994, 1.32941)  0.31
H (-1.55040, 4.65786, 1.29908)  0.27
H (-3.29134, -0.73418, 2.96682)  0.39
H (1.27125, -5.31789, -0.73745)  0.38
C (9.72306, -0.45108, -1.54489)  -1.31
C (-1.03662, 6.18700, -0.39997)  -0.87
O (3.06628, 1.82025, 1.53397)  -0.53
N (0.00600, 3.84202, -0.10322)  -0.33
H (1.80823, -3.48924, -2.48676)  0.38
C (8.08457, -1.11433, 0.23945)  -1.17
C (0.74793, -3.21859, -2.47356)  -1.33
O (-1.24949, -3.13176, -1.13882)  -0.47
H (0.74727, 1.60806, 0.16713)  -0.37
H (3.83426, 3.72122, -0.18616)  0.31
H (-0.30331, -5.60708, -1.51283)  0.35
H (9.77815, -1.47480, -1.92777)  0.37
O (-7.70922, -1.17327, 0.78403)  -0.48
O (0.85912, 2.36566, -1.99858)  -0.64
H (9.02060, 1.27778, 0.22048)  0.33
H (-0.64339, 0.82546, -1.12156)  -0.39
H (0.28734, 2.22318, -2.82358)  0.27
H (-4.12743, -2.42347, 0.44897)  0.28
H (-5.26646, -1.59228, 1.53331)  0.32
H (0.23653, -3.76867, -3.27148)  0.34
H (5.24074, 3.31980, 1.96434)  0.41
H (-0.23848, -5.19595, 0.19567)  0.33
H (-9.30020, -4.03106, 1.55612)  0.39
C (8.36556, -0.17167, -0.91989)  0.41
H (7.58232, -0.27741, -1.67840)  0.27
H (4.95702, 2.69142, -1.10432)  0.35
H (-5.26659, -1.25961, -0.21432)  0.17
H (0.46682, 3.73066, 0.83975)  0.12
H (-8.56428, -1.82834, 2.51748)  0.26
C (5.42059, 2.30115, 1.60268)  -1.14
H (-8.65145, -3.54331, -0.02669)  0.32
H (-1.98106, 0.16778, 2.17025)  0.30
H (-2.21103, 4.23171, -0.42058)  0.26
O (8.32837, 1.17457, -0.45355)  -0.52
H (-1.24232, 2.02038, 0.39256)  -0.26
H (-1.31564, 2.64745, -1.62132)  -0.18
C (-10.08557, -1.41876, 1.05164)  -1.33
C (0.12256, -3.51695, -1.12022)  0.51
C (4.25834, 1.81267, 0.75285)  0.33
H (8.83105, -0.99360, 1.03255)  0.33
C (-8.71272, -1.94523, 1.43845)  0.40
H (0.61937, -2.92217, -0.34601)  0.27
H (-1.69865, -3.65485, -1.82349)  0.29
H (-1.56915, 6.28380, -1.45425)  0.19
H (-2.35481, -1.05422, -0.46626)  0.22
H (4.43938, 0.77817, 0.44137)  0.18
H (-4.14253, 0.59421, 1.01013)  0.31
P (-0.29312, 2.18215, -0.67939)  1.01
H (9.91700, 0.24282, -2.36978)  0.31
C (0.22660, -4.99398, -0.77513)  -1.37
H (-10.18234, -0.36172, 1.32153)  0.32
C (-2.71225, -0.63781, 2.04323)  -1.26
C (-8.55219, -3.40802, 1.05619)  -1.25
H (3.21489, 2.33272, -1.06971)  0.22
H (6.35603, 2.29213, 1.03477)  0.23
C (-1.26510, 4.62248, 0.14580)  -0.39
H (-2.14177, -1.56080, 1.89012)  0.25
C (4.06229, 2.68877, -0.47416)  -1.09



# 3
The following is a DFT calculation (the ωB97M-V functional and the def2-TZVPD basis) of a cluster of 2 separate species, C26H30N4O7 in total at a distorted geometry.

Calculated values
Largest force on an atom ... 2.98 eV Å⁻¹
ΔE to the lowest compared entry with this formula, charge and spin ... 852.45 kJ/mol
Orbital gap ... 3.6 eV

Last column: natural (NBO) charge in e.
Positions of all 67 atoms, in Å:
O (-2.55316, 0.30752, 3.93303)  -0.53
C (-0.90499, -0.03713, 5.67328)  -0.62
O (-4.79696, -1.01327, 0.63344)  -0.50
H (-2.53794, -1.35223, 5.07658)  0.18
H (4.83750, 1.72073, -1.47310)  0.20
C (3.49397, -4.62553, 2.45692)  -0.22
C (2.17898, 0.52937, -1.73073)  0.33
H (-1.23976, -1.22681, 3.87922)  0.18
C (-1.80869, -0.65810, 4.63133)  -0.07
C (2.15268, -1.43266, -0.27199)  -0.13
H (2.17427, 1.96849, -0.12794)  0.24
H (-6.15062, 2.17476, -3.35871)  0.26
N (3.55454, 0.07158, -1.36076)  -0.46
H (5.62855, 0.14354, -1.35239)  0.26
O (-5.48595, 1.03463, 0.43770)  -0.54
C (2.74864, -2.38492, 2.00054)  -0.05
C (4.79377, 0.68373, -1.79574)  -0.42
H (0.99313, 0.62854, -3.56624)  0.22
C (-2.31503, 2.35199, -3.28029)  -0.16
C (2.01235, 0.43118, -3.24665)  -0.64
H (-1.48796, 0.55336, 6.38039)  0.21
C (4.46694, -2.79275, 3.63437)  -0.20
C (4.38089, -4.14794, 3.39793)  -0.20
H (3.74603, -0.85850, 3.09858)  0.21
C (3.65800, -1.91848, 2.93785)  -0.18
H (1.97524, -2.43175, -0.69184)  0.24
H (-0.34180, 1.13555, -2.26779)  0.21
O (-6.40344, 4.11061, -4.82024)  -0.35
H (5.16887, -2.41753, 4.36102)  0.22
H (3.43377, -5.68329, 2.25899)  0.22
C (-5.07481, 2.20356, -3.32453)  -0.18
C (-3.03458, 3.27135, -3.99364)  -0.20
H (-0.18906, 0.63839, 5.20453)  0.20
H (-4.10819, 1.59340, 2.41903)  0.20
H (5.01000, -4.83322, 3.94229)  0.22
C (1.95582, 1.93981, -1.19396)  -0.64
H (2.00679, -4.11386, 1.01326)  0.19
H (2.60314, 2.65721, -1.69536)  0.23
H (-1.24301, 2.42679, -3.27744)  0.20
H (-0.34919, -0.79075, 6.23269)  0.21
H (-2.77210, -0.40051, -1.27841)  0.26
C (1.87457, -1.43444, 1.23181)  -0.41
C (3.59086, -1.04013, -0.55073)  0.68
H (2.27361, -0.56994, -3.58545)  0.23
H (-2.54799, 4.06330, -4.53824)  0.25
C (2.68427, -3.74847, 1.76480)  -0.15
O (-4.52719, 5.08618, -5.38002)  -0.36
C (-3.24594, -0.29632, 2.91247)  0.69
H (-0.52755, -1.34544, -0.51453)  0.25
C (-4.36470, 1.28111, -2.60036)  -0.12
N (-4.81702, 0.16612, 1.02723)  0.49
O (-3.13471, -1.49781, 2.68820)  -0.67
N (-5.16123, 4.19164, -4.78686)  0.50
H (2.65835, 1.14197, -3.75956)  0.23
H (0.82424, -1.67462, 1.42084)  0.23
C (-0.06391, -0.54065, -1.05331)  0.24
C (-2.22629, 0.35598, -1.81247)  0.05
H (4.88107, 0.63497, -2.87836)  0.20
C (-4.41988, 3.20636, -4.02699)  0.08
C (-4.06734, 0.55799, 2.14666)  -0.40
O (4.58493, -1.58766, -0.12472)  -0.57
H (0.93045, 2.27297, -1.32665)  0.22
N (1.29162, -0.46275, -1.01607)  -0.32
H (2.01824, -0.41623, 1.60605)  0.22
H (-4.87662, 0.51923, -2.03909)  0.27
C (-2.95737, 1.32268, -2.55830)  -0.04
C (-0.85111, 0.35706, -1.74160)  -0.38



# 4
The following is a DFT calculation (the ωB97M-V functional and the def2-TZVPD basis) of a cluster of 7 separate species, C25H54N2O9 in total at a distorted geometry.

Calculated values
Largest force on an atom ... 13.04 eV Å⁻¹
ΔE to the lowest compared entry with this formula, charge and spin ... 330.99 kJ/mol
Orbital gap ... 8.4 eV

Last column: Mulliken charge in e.
Positions of all 90 atoms, in Å:
H (-2.22921, -2.36098, -2.91752)  0.48
H (-0.31521, 1.68502, 3.84248)  -0.26
H (-3.88421, -0.92198, -4.11752)  0.66
C (0.97179, -1.26498, -4.64252)  0.25
H (4.96479, 0.85602, -1.43152)  0.43
C (-0.95021, -2.31298, -5.91752)  -0.56
H (-3.18321, 0.17202, -0.44952)  0.36
C (-3.39321, 0.53302, -1.33652)  -1.38
O (2.30079, -1.76798, 2.54548)  -0.44
C (0.09579, -1.99998, 1.67148)  1.60
H (0.13979, -2.93598, 1.01748)  0.54
H (-3.08921, -0.34498, 2.07448)  0.60
H (-0.54021, -2.17398, -6.89552)  0.27
O (-0.25921, 0.73402, 0.26948)  -0.61
H (5.41679, -0.52298, 1.00148)  0.31
C (-2.35921, 1.50002, 1.73648)  2.33
H (0.35379, 3.10102, 2.21948)  -0.43
H (-5.02221, -2.11498, -2.87552)  0.33
O (-0.75821, -2.87698, -0.95852)  -0.59
H (3.37779, 2.46702, -0.71652)  0.44
C (2.43579, 3.09902, 3.05248)  -0.17
H (-1.35221, 1.18202, 1.43648)  -0.25
H (-4.60821, -1.86298, -1.18852)  0.45
H (-1.67121, 3.45702, 2.24348)  0.22
C (0.25579, -2.67698, -4.98552)  -0.31
C (0.69379, 1.44902, 3.46848)  1.51
H (1.20179, -3.33298, -5.26252)  0.37
H (1.42079, 1.55202, 5.41548)  0.62
H (-0.03921, -3.02098, -3.90252)  0.05
H (0.62179, -0.08698, -6.42952)  0.29
H (-4.49421, 0.66302, -3.55752)  0.40
C (-3.73021, -0.09798, -3.64152)  -1.12
O (-1.22621, -1.01698, -5.51452)  -0.38
H (-3.97021, 3.50302, 3.62848)  0.31
H (0.24079, -1.63598, 3.85448)  0.06
H (1.45879, 1.87202, 1.55948)  -0.47
C (5.78679, 0.36402, 0.42948)  -0.51
H (-3.11521, 3.76602, 1.62848)  0.28
C (-4.67121, -1.38698, -2.09552)  -0.90
H (3.73779, 0.07302, -0.49352)  0.11
O (2.31679, 2.87202, 4.38648)  -0.59
H (1.94679, -1.28198, -5.23952)  0.42
H (-2.63521, 2.60102, 4.52848)  0.24
C (-2.84921, 0.45202, 2.67148)  -0.66
O (-3.81021, 1.23202, 3.44248)  -0.61
C (-3.30521, 2.58102, 3.67048)  -0.42
O (1.00879, -0.70398, -0.72352)  -0.89
H (1.99079, -2.61198, 4.37548)  0.39
H (-2.14221, 0.08702, 3.41048)  0.19
H (-0.09821, 0.51702, -4.80552)  0.43
H (-2.91021, -2.77698, -0.54452)  0.25
H (1.53879, -0.57198, 1.19648)  -0.60
H (-1.38021, -0.66198, -2.59152)  -0.30
H (-4.42621, 1.10802, -1.49752)  0.48
H (1.91979, -3.75098, 3.00548)  0.26
C (1.66079, -2.72398, 3.31148)  -0.64
H (-1.87621, -2.76798, -5.85452)  0.35
H (-0.32221, -3.18498, 3.48848)  1.13
C (4.57079, 0.71302, -0.48752)  -0.62
H (6.58579, 0.28302, -0.27752)  0.32
H (-1.87721, -1.49098, -0.03852)  -0.41
C (-2.26421, -1.50898, -2.29752)  -0.03
H (2.31079, -2.09698, 0.63048)  0.29
O (0.43679, 1.07702, -1.78252)  -0.79
H (-2.92021, 0.39202, -4.13552)  0.24
H (-0.60021, -1.35798, 1.56748)  -1.72
C (1.27979, 2.40702, 2.46148)  0.69
H (2.65079, 0.88802, 4.43948)  0.29
H (3.26079, 1.73002, 0.93148)  -0.81
C (5.97779, 1.66702, 1.27848)  -0.53
O (5.16679, 2.66202, 0.68148)  -0.54
C (-1.95921, -2.14398, -0.82952)  0.25
H (6.92579, 2.07402, 1.48448)  0.40
C (-2.64621, 2.84302, 2.25148)  -0.68
C (0.05579, -0.28198, -5.41152)  -0.72
H (2.48879, 4.05702, 2.85248)  0.61
N (0.31379, 0.35002, -0.73752)  0.76
C (4.03079, 2.06002, 0.08948)  0.73
H (-3.00921, 1.33902, 0.80948)  -0.97
H (-5.71621, -0.67598, -1.86752)  0.29
H (-2.55021, 1.18302, -1.63352)  0.48
C (1.78779, 1.59802, 4.48648)  -0.95
H (3.25179, 2.45802, 2.72848)  -0.10
H (5.41579, 1.64802, 2.18948)  0.17
C (0.20079, -2.46198, 3.16148)  -1.24
H (-0.13321, -2.33698, -0.94752)  0.35
H (0.88379, -1.05398, -3.59052)  -0.40
N (-3.52321, -0.64898, -2.32352)  0.35
C (1.60579, -1.57298, 1.39248)  0.74
H (0.75779, 0.47802, 2.92848)  -0.78



Q: What is the formula in the fourth record?
A: C25H54N2O9



Please write out number 1 again, unchanged.
The following is a DFT calculation (the ωB97M-V functional and the def2-TZVPD basis) of an isolated molecule of C5H8O3 at a distorted geometry.

Calculated values
Largest force on an atom ... 1.39 eV Å⁻¹
ΔE to the lowest compared entry with this formula, charge and spin ... 229.37 kJ/mol
SMILES string ... O[C@@]12COC[C@@H]1OC2
Orbital gap ... 10.7 eV

Last column: natural (NBO) charge in e.
Positions of all 16 atoms, in Å:
H (-2.09114, 1.52424, -0.21273)  0.18
H (2.55920, 0.23282, 0.42087)  0.19
H (-0.71152, -1.57527, 0.97332)  0.17
C (1.55319, -0.07028, 0.75281)  -0.10
O (1.22840, -1.34823, 0.15350)  -0.51
C (-1.55771, 0.72181, 0.32160)  -0.08
H (-0.95904, -0.47531, -2.43423)  0.48
O (-0.51798, 1.16266, 1.17481)  -0.52
C (-0.17440, -1.37304, -0.00668)  -0.09
C (0.48874, 0.88247, 0.22038)  0.05
H (1.51930, 0.02870, 1.83981)  0.19
H (-2.24525, 0.11644, 0.90211)  0.18
H (-0.45266, -2.18531, -0.67847)  0.20
C (-0.50291, 0.02745, -0.55781)  0.18
O (-0.39156, 0.11590, -1.95198)  -0.70
H (0.98884, 1.76057, -0.20313)  0.19